1.
{"formula": "C7H15N2S", "method": "ωB97M-V/def2-TZVPD", "elements": ["C", "C", "C", "C", "C", "C", "C", "N", "N", "S", "H", "H", "H", "H", "H", "H", "H", "H", "H", "H", "H", "H", "H", "H", "H"], "xyz": [[1.65927, 0.98856, -2.20407], [1.38858, 1.62378, 0.40267], [-0.15019, 0.43446, -0.91279], [0.55530, 2.91401, 0.64684], [-1.60483, -1.54907, -0.84978], [-0.58421, -0.78247, 1.22228], [0.74776, -1.78521, -0.53891], [0.51162, 0.52205, -2.03922], [-0.34312, -0.86131, -0.20255], [2.54780, 1.76506, -0.90959], [2.03960, 0.77467, -3.21585], [1.64755, 1.29741, 1.38061], [-0.81069, 1.18139, -0.75030], [1.09228, 3.77495, 0.61211], [0.27290, 2.88384, 1.71109], [-0.35600, 3.02843, 0.05347], [-1.93985, -0.77772, -1.50003], [-1.25436, -2.34160, -1.41929], [-2.38482, -1.95473, -0.15372], [0.33861, -0.31344, 1.68655], [-1.34176, -0.08807, 1.56127], [-0.63683, -1.85590, 1.59528], [0.81004, -2.01320, -1.53785], [1.73211, -1.32020, -0.17466], [0.67686, -2.73814, 0.03031]], "mulliken_charge": [-0.021, -0.269, -1.109, -1.014, -0.788, -0.927, -1.096, -0.393, 0.236, -0.126, 0.415, 0.530, 1.051, 0.457, 0.306, 0.271, 0.387, 0.356, 0.345, 0.311, 0.371, 0.416, 0.524, 0.327, 0.442], "relative_energy_kcal_mol": 117.1, "charge": 1, "orbital_gap_ev": 9.12, "molar_mass_da": 159.28, "energy_ha": -783.0163}


2.
{"formula": "C7H15N2Sn", "method": "ωB97M-V/def2-TZVPD", "elements": ["C", "Sn", "N", "H", "H", "H", "H", "H", "H", "H", "H", "N", "C", "C", "C", "C", "C", "C", "H", "H", "H", "H", "H", "H", "H"], "xyz": [[-1.20106, 1.75350, -1.44801], [-0.28866, 0.12115, -2.58657], [1.37266, -1.91260, -2.87443], [0.34920, 0.86313, -3.99584], [2.33760, -1.57641, -2.84750], [-1.87739, -0.59366, -2.60983], [-1.69714, 2.40976, -2.17871], [-0.38116, 2.30584, -0.95632], [-1.90474, 1.37172, -0.70290], [1.29304, -2.75292, -2.29735], [1.16333, -2.17559, -3.83995], [0.70898, -0.71673, -0.21752], [0.29456, -0.23982, 1.04821], [-1.02277, -0.45365, 1.46165], [-1.42040, -0.01521, 2.73209], [-0.50269, 0.62996, 3.57299], [0.79944, 0.88556, 3.12076], [1.19687, 0.47719, 1.84148], [0.34733, -1.63272, -0.47597], [1.70510, -0.64677, -0.41101], [-1.73045, -0.94599, 0.78521], [-2.44563, -0.18456, 3.05913], [-0.80764, 0.93489, 4.57707], [1.50633, 1.40407, 3.77003], [2.20527, 0.68986, 1.47329]], "mulliken_charge": [-1.180, -0.007, -1.724, -0.151, 0.632, -0.142, 0.355, 0.196, 0.244, 0.664, 0.372, -0.455, 0.264, -0.394, -0.445, -0.517, -0.417, -0.689, 0.437, 0.326, 0.377, 0.329, 0.329, 0.329, 0.267], "relative_energy_kcal_mol": 32.3, "charge": -1, "orbital_gap_ev": [3.73, 3.73], "molar_mass_da": 245.92, "energy_ha": -599.3977}


3.
{"formula": "C7H15N3", "method": "ωB97M-V/def2-TZVPD", "elements": ["C", "C", "C", "C", "C", "N", "C", "C", "N", "N", "H", "H", "H", "H", "H", "H", "H", "H", "H", "H", "H", "H", "H", "H", "H"], "xyz": [[-2.39651, -0.09449, -0.21749], [-0.70836, 1.71512, -0.14550], [0.56473, -0.07898, 2.60504], [-0.20868, -0.46604, -2.66675], [2.47737, -0.57702, 0.46766], [-1.04024, 0.34659, -0.45976], [-0.06765, -0.57516, -1.16186], [1.00703, -0.90525, 0.40856], [0.53108, -1.63076, -0.69852], [0.15287, -0.79605, 1.41843], [-3.09854, 0.42510, -0.88107], [-2.68496, 0.13263, 0.81389], [-2.48217, -1.17003, -0.39840], [-0.91474, 1.91847, 0.91034], [0.35085, 1.92454, -0.32072], [-1.28543, 2.40984, -0.76850], [1.18603, 0.80268, 2.41241], [-0.32290, 0.22556, 3.16574], [1.12073, -0.76180, 3.25761], [-0.65357, 0.47627, -2.99616], [-0.85312, -1.27420, -3.02714], [0.76272, -0.56732, -3.15386], [2.92756, -0.91419, 1.40444], [2.63578, 0.50190, 0.38774], [3.00013, -1.06742, -0.35615]], "mulliken_charge": [-0.966, -0.982, -1.049, -1.269, -1.393, 0.414, 0.245, 1.172, -0.551, -0.370, 0.308, 0.272, 0.304, 0.285, 0.279, 0.327, 0.340, 0.291, 0.356, 0.331, 0.276, 0.335, 0.350, 0.266, 0.430], "relative_energy_kcal_mol": 73.5, "charge": 0, "orbital_gap_ev": 8.07, "molar_mass_da": 141.22, "energy_ha": -439.8494}


4.
{"formula": "C7H15N3O", "method": "ωB97M-V/def2-TZVPD", "elements": ["C", "C", "C", "C", "C", "C", "C", "N", "N", "N", "O", "H", "H", "H", "H", "H", "H", "H", "H", "H", "H", "H", "H", "H", "H", "H"], "xyz": [[2.73645, 1.31747, -0.26255], [-1.82949, 1.37827, -1.35271], [-1.85207, 1.77038, 1.05307], [1.65323, -2.19044, 1.06469], [-0.02392, -1.89906, -0.84468], [-1.35216, 0.85730, 0.00393], [0.49051, -1.37159, 0.47400], [2.17605, 0.19645, 0.26572], [0.03256, 0.98039, 0.10874], [0.87972, 0.08624, 0.30439], [3.85139, 1.68960, -0.09017], [1.96415, 1.88587, -0.95888], [-2.71926, 0.92047, -1.82379], [-1.18541, 1.03846, -2.13988], [-2.01436, 2.41834, -1.34078], [-1.85549, 1.34003, 2.02693], [-2.96564, 1.98286, 1.00571], [-1.25721, 2.58791, 1.08907], [2.37972, -2.48955, 0.33441], [1.26149, -3.13972, 1.47640], [2.12019, -1.64571, 1.86721], [0.80480, -2.03701, -1.53774], [-0.82070, -1.34609, -1.29400], [-0.41203, -2.88389, -0.71669], [-1.77295, -0.17256, -0.02815], [-0.28959, -1.27442, 1.31575]], "mulliken_charge": [0.096, -1.636, -1.772, -1.534, -1.312, 0.753, 0.437, -0.823, -0.951, 1.582, -0.497, 0.228, 0.348, 0.414, 0.403, 0.426, 0.349, 0.498, 0.357, 0.430, 0.416, 0.379, 0.344, 0.387, 0.437, 0.241], "relative_energy_kcal_mol": 62.8, "charge": 0, "orbital_gap_ev": 9.24, "molar_mass_da": 157.22, "energy_ha": -515.0944}


5.
{"formula": "C7H15N3O", "method": "ωB97M-V/def2-TZVPD", "elements": ["C", "C", "C", "C", "C", "C", "C", "N", "N", "N", "O", "H", "H", "H", "H", "H", "H", "H", "H", "H", "H", "H", "H", "H", "H", "H"], "xyz": [[-0.61406, -1.77367, 0.49678], [-0.82861, -1.64143, -1.02815], [1.22104, 1.63940, 0.65740], [0.22584, 0.44660, 0.67311], [0.61993, -0.94282, 0.94955], [-0.39410, 0.68516, -0.76809], [0.88521, -1.20712, 2.36355], [-1.13779, -0.29576, -1.36278], [-0.02525, 1.78237, -1.31349], [0.65421, 2.56969, -0.39549], [-1.74659, 3.27642, -3.60261], [-1.49003, -1.45102, 1.26600], [-0.47712, -2.80333, 0.64546], [0.07680, -2.00396, -1.47156], [-1.77542, -2.25346, -1.33835], [1.21660, 2.15520, 1.68798], [2.24597, 1.47136, 0.28338], [-0.48508, 0.70439, 1.46847], [1.46188, -1.30366, 0.45614], [-1.48370, 3.38991, -2.67915], [1.03392, -2.17513, 2.77332], [-0.10051, -1.13071, 2.96103], [1.57486, -0.48861, 2.86231], [-1.63112, 0.07324, -2.12109], [-2.35060, 4.03580, -3.68747], [1.24568, 3.21626, -0.89255]], "mulliken_charge": [-0.916, -0.588, -0.551, 0.396, 0.451, -0.103, -1.735, -0.126, -0.619, -0.328, -0.630, 0.325, 0.450, 0.276, 0.361, 0.266, 0.320, 0.179, 0.325, 0.310, 0.463, 0.326, 0.309, 0.254, 0.318, 0.265], "relative_energy_kcal_mol": 26.6, "smiles": "C[C@H]1CCNC2=NNC[C@@H]21.O", "charge": 0, "orbital_gap_ev": 8.37, "molar_mass_da": 157.22, "energy_ha": -515.1522}


6.
{"formula": "C7H15N3O3P", "method": "ωB97M-V/def2-TZVPD", "elements": ["C", "C", "C", "C", "C", "C", "C", "N", "N", "N", "O", "O", "O", "P", "H", "H", "H", "H", "H", "H", "H", "H", "H", "H", "H", "H", "H", "H", "H"], "xyz": [[-1.68484, -0.09041, -0.00735], [0.35602, 1.03195, -0.58232], [1.59885, 0.88879, 0.37027], [3.05777, -0.56840, -0.99655], [2.18873, -0.75213, -2.25313], [-0.03688, -1.25186, -1.27265], [-1.54989, -0.31736, 1.54507], [-0.44662, -0.11808, -0.74816], [2.87136, 0.70935, -0.35446], [0.96072, -1.57045, -1.96497], [-3.49583, 1.38513, 2.02475], [-4.19599, -1.05339, 1.50065], [-3.21854, -0.51649, 3.76957], [-3.24650, -0.26133, 2.31559], [-2.07095, 0.94431, -0.15463], [-0.31784, 1.89777, -0.44449], [0.90410, 1.28101, -1.47933], [1.77479, 1.86768, 0.68401], [1.34407, 0.26878, 1.24313], [2.90356, -1.34489, -0.11839], [4.13248, -0.71275, -1.31314], [2.19288, 0.31614, -2.68003], [2.57000, -1.38227, -3.06521], [-0.61508, -2.05217, -0.86042], [-0.91335, 0.36088, 2.21168], [-1.10608, -1.32174, 1.51787], [2.69591, 1.37819, -1.08605], [-2.44135, -0.86672, -0.16584], [-4.21148, 1.85047, 2.36451]], "mulliken_charge": [-1.239, -1.080, -0.829, -0.431, -0.491, 0.293, -0.345, 0.098, -0.484, -0.672, -0.556, -0.766, -0.769, 0.918, 0.268, 0.383, 0.627, 0.288, 0.546, 0.307, 0.234, 0.269, 0.376, 0.410, 0.141, 0.366, 0.285, 0.566, 0.284], "relative_energy_kcal_mol": 18.9, "smiles": "O=[P@]([O-])(O)CCN1/C=N\\CCNCC1", "charge": -1, "orbital_gap_ev": 8.16, "molar_mass_da": 220.19, "energy_ha": -1007.1465}